108
Properties=species:S:1:pos:R:3:forces:R:3:lowdin_charge:R:1 method="wB97M-V/def2-TZVPD" lumo_ev=-4.247 charge=+1 homo_ev=-10.63 homo_lumo_gap_ev=6.38 e_tot_ev=-130727.81450
C -5.170196 2.643189 -2.247741 0.32 0.12 -0.24 0.130
C -4.183784 1.995032 -2.467761 -0.01 -0.09 -0.22 -0.136
C -2.941377 1.269897 -2.750523 0.16 -0.01 0.45 -0.199
C -2.482279 0.383723 -1.541575 -1.08 0.66 -0.77 -0.245
C -0.954909 0.356053 -1.509484 -0.10 -0.01 0.12 -0.155
C -0.061594 -0.767428 -0.911641 0.44 -0.13 0.09 -0.184
C -0.457779 -2.258045 -1.196870 0.43 0.00 -2.02 -0.492
C 0.747063 -3.050838 -1.817259 -0.33 -0.66 0.80 0.017
N -1.530031 -2.303354 -2.186610 0.04 -0.24 0.42 0.083
N -0.938297 -2.991302 0.033576 -0.88 -0.01 0.39 -0.379
Br -2.556750 -2.069491 0.595393 0.23 -0.06 0.07 1.138
C -1.394093 -4.412052 -0.233230 -0.75 -0.91 -0.30 -0.191
C -1.474239 -5.383073 0.946065 0.12 0.19 0.20 -0.150
C -2.394884 -5.083484 2.134433 0.25 -0.24 0.58 -0.267
O -2.104995 -6.017162 3.178283 -0.21 0.16 -0.44 -0.049
C 0.106473 -2.970639 1.088769 1.21 -0.21 0.43 -0.127
C 1.118549 -1.820297 1.037943 0.30 0.80 -0.37 -0.308
N 1.839688 -1.683707 2.318844 -0.35 -1.28 -0.18 0.003
C 3.182513 -2.312729 2.274494 -0.19 0.36 0.90 -0.209
C 3.661825 -2.683593 3.685471 0.68 -0.21 -0.66 -0.194
C 5.168386 -3.006743 3.623804 -0.39 -0.50 -0.44 -0.242
C 5.464322 -4.261302 2.767130 0.17 0.27 -0.09 -0.106
C 0.591869 -0.460514 0.495056 -0.37 -0.90 0.45 -0.361
N 1.811992 0.324908 0.335113 -0.20 0.31 -0.16 -0.025
C 1.891916 1.399964 -0.621250 0.28 0.72 -0.23 -0.224
C 1.388000 2.778752 -0.164993 0.29 0.17 -0.74 -0.189
C 1.426869 3.778976 -1.356286 -0.76 0.04 0.65 -0.233
C 0.142004 4.632228 -1.422182 0.38 -0.10 0.08 -0.100
Si -0.395936 0.356005 1.970871 0.33 1.02 0.89 0.594
C -1.010355 -0.810074 3.345795 -0.04 0.06 -0.16 -0.197
C -1.867100 1.466814 1.566241 -0.07 -0.40 0.30 -0.178
C 0.778845 1.483553 2.945878 -0.30 -0.22 0.12 -0.169
H -5.952815 3.363345 -2.165977 -0.08 -0.24 0.19 0.005
H -3.038913 0.661912 -3.652735 -0.09 -0.02 0.00 0.115
H -2.167698 2.009376 -2.975745 -0.02 0.08 0.05 0.111
H -2.992114 -0.562992 -1.682017 0.34 -0.14 0.12 0.053
H -2.958182 0.857690 -0.686939 0.46 -0.13 0.28 0.068
H -0.640483 1.273429 -1.008714 -0.03 -0.04 -0.02 0.088
H -0.620070 0.518172 -2.540444 0.00 -0.22 -0.05 0.117
H 0.834220 -0.708666 -1.532952 -0.05 0.10 0.00 0.119
H 1.449390 -3.436763 -1.075364 0.23 0.33 -0.20 0.085
H 0.386937 -3.938512 -2.339917 -0.10 0.11 -0.06 0.081
H 1.245607 -2.439164 -2.560481 0.10 0.16 0.14 0.105
H -1.272082 -1.723558 -2.975222 -0.12 0.24 0.06 0.113
H -1.642644 -3.238318 -2.560436 0.08 -0.05 -0.04 0.091
H -2.379224 -4.354553 -0.691791 -0.01 0.27 0.02 0.108
H -0.770021 -4.885289 -0.991379 0.42 0.39 0.18 0.125
H -1.808706 -6.327135 0.511453 -0.01 0.02 -0.08 0.136
H -0.483628 -5.611004 1.345559 0.04 0.13 -0.03 0.114
H -3.445053 -5.219633 1.883264 -0.02 0.05 -0.12 0.128
H -2.278253 -4.078651 2.546747 -0.02 0.09 -0.25 0.069
H -1.349339 -5.670897 3.657456 0.09 -0.14 0.22 0.086
H 0.706437 -3.872398 0.934695 -0.19 -0.06 -0.08 0.138
H -0.322245 -3.085771 2.080079 -0.42 0.21 -0.16 0.106
H 1.891912 -2.103823 0.312631 -0.12 -0.02 -0.06 0.124
H 1.327973 -2.247482 2.994248 -0.03 0.39 0.25 0.087
H 3.882769 -1.583372 1.866488 0.02 -0.12 -0.31 0.108
H 3.178824 -3.238137 1.687824 0.12 0.15 -0.32 0.113
H 3.481427 -1.869723 4.385978 -0.17 0.00 0.03 0.115
H 3.152704 -3.600706 3.997832 -0.23 0.19 0.28 0.111
H 5.668767 -2.160709 3.150259 0.20 0.12 0.35 0.096
H 5.570528 -3.178831 4.619203 -0.04 0.28 0.10 0.103
H 5.819852 -3.986332 1.772173 -0.09 -0.02 -0.02 0.069
H 4.586308 -4.895807 2.628079 0.00 -0.04 0.16 0.064
H 6.253771 -4.861666 3.215755 -0.04 -0.06 0.01 0.069
H 2.661086 -0.216421 0.371653 -0.16 -0.06 -0.08 0.077
H 2.946747 1.540713 -0.864551 0.04 -0.12 0.08 0.122
H 1.431014 1.205909 -1.603663 -0.05 -0.28 0.16 0.096
H 2.052732 3.145024 0.616140 -0.24 -0.09 0.27 0.113
H 0.363099 2.757009 0.205624 0.05 -0.21 0.24 0.066
H 1.528055 3.242627 -2.301307 0.26 -0.02 0.00 0.098
H 2.271092 4.447124 -1.197986 0.18 -0.07 -0.43 0.104
H -0.734736 4.043195 -1.143772 -0.04 -0.02 -0.10 0.055
H -0.021759 5.036449 -2.420082 0.01 0.09 0.02 0.069
H 0.212318 5.463852 -0.720655 -0.13 0.03 0.00 0.075
H -0.175350 -1.093196 3.986922 0.00 -0.12 -0.04 0.030
H -1.657761 -0.191479 3.974657 -0.05 0.03 -0.06 0.047
H -1.597135 -1.681782 3.061507 0.08 0.00 0.17 -0.041
H -1.723578 2.196963 0.773213 -0.10 -0.10 -0.14 0.023
H -2.761332 0.861515 1.402980 -0.06 0.22 -0.23 0.009
H -2.066409 2.035507 2.479787 0.12 -0.02 0.04 0.048
H 0.684395 2.521741 2.627413 0.24 -0.02 -0.17 0.024
H 0.485028 1.482532 4.002291 -0.13 -0.12 -0.08 0.036
H 1.810361 1.143378 2.908155 0.05 0.12 -0.17 0.022
F -6.875260 5.191030 -2.080640 -0.09 0.09 0.01 0.024
C -7.840174 5.610060 -2.936922 -0.18 0.09 -0.16 -0.278
C -8.714892 4.682000 -3.463359 0.04 -0.18 0.07 -0.021
C -9.701615 5.116793 -4.336395 0.04 0.13 0.00 -0.080
C -9.793691 6.460697 -4.672108 -0.03 0.00 -0.03 -0.091
C -8.899489 7.374688 -4.131266 -0.04 -0.12 -0.01 -0.078
C -7.913680 6.950692 -3.252046 0.14 0.12 0.08 -0.016
H -8.622706 3.638204 -3.192442 0.00 0.02 0.02 0.115
H -10.399806 4.404365 -4.754062 0.01 -0.02 0.00 0.106
H -10.562992 6.795243 -5.354814 0.00 0.00 0.00 0.103
H -8.968305 8.421429 -4.394020 0.01 0.01 0.02 0.107
H -7.210979 7.646758 -2.813769 0.01 -0.03 0.00 0.119
F 4.611109 -0.048829 -0.058130 0.17 -0.07 -0.07 0.018
C 5.946419 0.204849 0.017800 0.31 0.06 0.06 -0.275
C 6.760002 -0.186496 -1.024193 -0.13 -0.10 -0.16 -0.017
C 8.119633 0.076798 -0.939499 0.00 0.06 0.13 -0.074
C 8.638735 0.714756 0.179366 0.03 0.00 -0.01 -0.084
C 7.797794 1.095404 1.216335 0.03 -0.06 -0.11 -0.073
C 6.435438 0.843250 1.137857 -0.17 0.03 0.15 -0.019
H 6.334648 -0.687306 -1.884107 -0.01 0.02 0.01 0.117
H 8.773825 -0.216475 -1.748916 -0.01 -0.02 -0.01 0.109
H 9.699441 0.915789 0.242007 0.00 0.00 0.00 0.107
H 8.201464 1.590172 2.088964 -0.02 0.01 0.01 0.109
H 5.759544 1.138171 1.930669 -0.01 -0.01 -0.02 0.119